No. 1
Computed, not measured: C36H36N4NiO5PS3 as an isolated structure at a distorted geometry, with ωB97M-V/def2-TZVPD.

Last column: Löwdin charge in e.
Atoms and positions in Å:
Ni (0.603, -1.126, 0.770)  0.61
O (2.363, 3.038, 0.534)  0.05
C (2.340, 3.339, 1.847)  -0.26
C (2.860, 4.576, 2.236)  -0.03
C (2.865, 4.945, 3.567)  -0.10
C (2.355, 4.088, 4.540)  -0.11
C (1.842, 2.862, 4.158)  -0.03
C (1.821, 2.465, 2.820)  -0.07
C (1.272, 1.131, 2.437)  -0.39
O (1.190, 0.853, 1.171)  -0.12
N (0.903, 0.339, 3.412)  0.07
N (0.490, -0.868, 2.899)  -0.14
C (-0.020, -1.699, 3.703)  -0.91
S (-0.381, -1.285, 5.388)  0.91
C (-1.242, -2.848, 5.729)  -0.54
C (-1.826, -3.362, 4.424)  -0.53
S (-0.476, -3.330, 3.224)  0.94
H (1.924, 2.160, 0.456)  0.05
H (3.254, 5.228, 1.465)  0.11
H (3.267, 5.912, 3.849)  0.10
H (2.364, 4.377, 5.584)  0.09
H (1.444, 2.171, 4.890)  0.11
H (-2.013, -2.637, 6.472)  0.07
H (-0.528, -3.561, 6.136)  0.07
H (-2.641, -2.730, 4.072)  0.07
H (-2.170, -4.394, 4.510)  0.08
O (4.121, -3.123, 1.932)  0.02
C (3.256, -2.593, 1.249)  -0.70
O (1.973, -2.642, 1.444)  -0.20
C (3.693, -1.774, 0.017)  -0.22
P (2.174, -1.367, -0.911)  1.05
C (2.669, -0.068, -2.081)  -0.35
C (3.821, -0.148, -2.862)  -0.10
C (4.176, 0.903, -3.694)  -0.09
C (3.387, 2.048, -3.749)  -0.09
C (2.240, 2.137, -2.974)  -0.07
C (1.881, 1.082, -2.144)  -0.09
C (1.942, -2.862, -1.958)  -0.34
C (1.694, -4.097, -1.350)  -0.08
C (1.432, -5.222, -2.123)  -0.08
C (1.402, -5.134, -3.509)  -0.10
C (1.642, -3.912, -4.120)  -0.09
C (1.905, -2.785, -3.351)  -0.11
H (4.397, -2.353, -0.575)  0.09
H (4.187, -0.863, 0.355)  0.10
H (4.440, -1.037, -2.822)  0.11
H (5.070, 0.831, -4.302)  0.10
H (3.674, 2.872, -4.391)  0.10
H (1.625, 3.029, -3.009)  0.11
H (0.986, 1.141, -1.535)  0.10
H (1.695, -4.175, -0.270)  0.10
H (1.238, -6.170, -1.635)  0.10
H (1.179, -6.009, -4.108)  0.10
H (1.610, -3.828, -5.200)  0.10
H (2.068, -1.835, -3.842)  0.09
C (-4.340, 1.964, -2.713)  -0.08
C (-2.823, 2.127, -2.708)  -0.22
N (-2.106, 0.862, -2.892)  -0.14
C (-1.538, 0.595, -4.211)  -0.28
C (-2.479, -0.146, -5.156)  -0.09
C (-1.981, -0.010, -1.844)  -0.76
S (-1.311, -1.560, -2.130)  0.62
N (-2.514, 0.485, -0.700)  0.09
C (-2.279, 0.027, 0.529)  -0.42
O (-1.393, -0.756, 0.941)  -0.10
C (-3.193, 0.590, 1.591)  -0.12
C (-4.288, 1.392, 1.276)  -0.03
C (-5.100, 1.895, 2.284)  -0.09
C (-4.819, 1.607, 3.616)  -0.10
C (-3.726, 0.809, 3.934)  -0.08
C (-2.919, 0.304, 2.923)  -0.02
H (-4.826, 2.935, -2.564)  0.07
H (-4.640, 1.296, -1.904)  0.05
H (-4.689, 1.543, -3.659)  0.06
H (-2.513, 2.571, -1.765)  0.11
H (-2.520, 2.792, -3.516)  0.11
H (-0.633, 0.010, -4.076)  0.06
H (-1.262, 1.558, -4.645)  0.11
H (-2.709, -1.130, -4.745)  0.05
H (-1.998, -0.277, -6.131)  0.07
H (-3.411, 0.407, -5.304)  0.06
H (-4.483, 1.613, 0.234)  0.09
H (-5.951, 2.518, 2.034)  0.09
H (-5.446, 2.009, 4.404)  0.09
H (-3.495, 0.584, 4.969)  0.10
H (-2.055, -0.304, 3.155)  0.07

Multiplicity   3
Net charge   -1
Gap between HOMO and LUMO (spin up / spin down)   7.327 / 7.317 eV
HOMO level (spin up / spin down)   -0.1836 / -0.1833 Ha
Expectation value of S²   2.0057

***

No. 2
Computed, not measured: C36H36N5O2S6SbW as an isolated structure at a distorted geometry, with ωB97M-V/def2-TZVPD.

Last column: Löwdin charge in e.
Atoms and positions in Å:
W (-0.383, -1.747, -0.181)  0.94
C (5.067, -4.997, -0.249)  -0.04
C (4.091, -3.943, 0.194)  -0.26
C (3.189, -4.208, 1.218)  -0.06
C (2.223, -3.289, 1.559)  -0.06
C (2.123, -2.065, 0.901)  -0.33
N (1.042, -1.174, 1.184)  -0.16
C (1.156, -0.415, 2.339)  -0.20
C (2.301, -0.465, 3.148)  0.00
C (2.423, 0.326, 4.278)  -0.04
C (1.425, 1.212, 4.663)  -0.28
C (1.577, 2.098, 5.876)  -0.06
C (0.291, 1.268, 3.868)  0.01
C (0.148, 0.481, 2.736)  -0.16
N (-1.042, 0.586, 1.948)  -0.08
C (-2.185, -0.228, 2.361)  -0.16
C (-3.656, 1.182, 1.913)  -0.14
C (-2.589, 2.184, 1.542)  -0.10
N (-1.347, 1.890, 1.596)  0.12
C (3.082, -1.761, -0.072)  -0.16
C (4.030, -2.706, -0.432)  0.02
N (3.124, -0.490, -0.710)  -0.08
C (4.253, 0.165, -1.083)  -0.06
C (3.860, 1.373, -1.602)  -0.05
C (2.460, 1.357, -1.492)  -0.14
N (2.020, 0.237, -0.945)  0.08
H (5.717, -5.307, 0.570)  0.08
H (5.694, -4.639, -1.065)  0.07
H (4.520, -5.877, -0.593)  0.08
H (3.208, -5.172, 1.712)  0.12
H (1.489, -3.518, 2.318)  0.10
H (3.111, -1.126, 2.874)  0.11
H (3.330, 0.254, 4.868)  0.11
H (2.446, 1.802, 6.463)  0.07
H (0.698, 2.041, 6.520)  0.07
H (1.708, 3.143, 5.588)  0.08
H (-0.504, 1.966, 4.112)  0.12
H (-1.849, -1.214, 2.678)  0.14
H (-4.677, 1.547, 1.822)  0.15
H (-2.840, 3.196, 1.244)  0.12
H (4.704, -2.482, -1.250)  0.12
H (5.228, -0.260, -0.922)  0.12
H (4.490, 2.155, -1.988)  0.09
H (1.755, 2.123, -1.774)  0.09
O (-2.375, -1.698, -0.828)  -0.80
S (-3.703, -2.337, -0.334)  0.95
C (-4.774, -1.656, -1.628)  -0.29
C (-4.559, -0.163, -1.890)  -0.21
C (-3.396, 0.167, -2.842)  -0.21
C (-2.868, 1.587, -2.633)  -0.28
S (-1.148, 1.663, -1.983)  1.00
O (-0.902, 0.402, -1.215)  -0.63
C (-0.318, 1.492, -3.556)  -0.41
C (0.036, 2.646, -4.241)  -0.10
C (0.693, 2.531, -5.456)  -0.08
C (1.003, 1.276, -5.966)  -0.07
C (0.654, 0.129, -5.262)  -0.05
C (-0.010, 0.237, -4.049)  -0.08
C (-4.062, -1.310, 1.074)  -0.34
C (-4.823, -1.832, 2.037)  -0.06
C (-4.998, -1.256, 3.362)  -0.07
C (-4.276, -0.269, 3.902)  -0.02
C (-3.193, 0.542, 3.261)  -0.16
C (-3.197, -0.107, 1.191)  -0.23
H (-5.790, -1.882, -1.298)  0.10
H (-4.547, -2.275, -2.498)  0.09
H (-4.417, 0.347, -0.936)  0.09
H (-5.484, 0.245, -2.304)  0.12
H (-3.737, 0.050, -3.872)  0.12
H (-2.588, -0.546, -2.694)  0.08
H (-3.466, 2.146, -1.911)  0.08
H (-2.831, 2.169, -3.554)  0.09
H (-0.186, 3.622, -3.824)  0.11
H (0.979, 3.423, -5.998)  0.11
H (1.527, 1.191, -6.909)  0.11
H (0.903, -0.851, -5.647)  0.11
H (-0.263, -0.647, -3.477)  0.03
H (-5.298, -2.789, 1.839)  0.12
H (-5.757, -1.712, 3.987)  0.10
H (-4.521, 0.022, 4.918)  0.11
H (-2.754, 1.229, 3.983)  0.13
H (-2.713, 0.096, 0.244)  0.09
S (-2.682, -4.916, -2.138)  -0.15
Sb (-0.741, -4.671, -1.000)  -0.03
S (0.401, -2.729, -2.050)  0.16
S (-1.140, -3.551, 1.105)  0.11
S (0.842, -6.211, -0.587)  -0.15

Multiplicity   3
Gap between HOMO and LUMO (spin up / spin down)   6.102 / 6.872 eV
HOMO level (spin up / spin down)   -0.2412 / -0.2698 Ha
Expectation value of S²   2.0167

***

No. 3
Computed, not measured: C36H36N6O5RhS2Te as an isolated structure at a distorted geometry, with ωB97M-V/def2-TZVPD.

Last column: Löwdin charge in e.
Atoms and positions in Å:
Rh (0.155, 0.199, -0.427)  0.64
N (3.445, -1.881, -2.528)  0.05
C (2.577, -1.250, -1.657)  -0.86
S (1.498, -0.089, -2.364)  0.62
N (2.685, -1.535, -0.400)  -0.02
N (1.735, -0.953, 0.408)  -0.12
C (2.114, -0.640, 1.588)  -0.08
C (1.253, -0.146, 2.648)  -0.16
C (1.836, 0.236, 3.859)  -0.07
C (1.092, 0.761, 4.897)  -0.14
C (-0.286, 0.923, 4.719)  -0.11
C (-0.891, 0.559, 3.535)  -0.02
C (-0.152, 0.002, 2.464)  -0.39
O (-0.744, -0.405, 1.386)  -0.20
H (3.106, -1.864, -3.478)  0.06
H (3.711, -2.801, -2.214)  0.07
H (3.177, -0.742, 1.807)  0.12
H (2.910, 0.111, 3.973)  0.10
H (1.563, 1.051, 5.828)  0.08
H (-0.887, 1.341, 5.520)  0.09
H (-1.957, 0.690, 3.388)  0.11
O (-3.053, 1.019, -0.829)  -0.02
C (-2.291, 1.876, -0.467)  -0.53
N (-1.110, 2.204, -1.184)  -0.14
S (-0.190, 3.228, -0.201)  0.67
O (0.739, 2.387, 0.536)  -0.34
O (0.407, 4.318, -0.894)  -0.25
C (-1.504, 3.675, 0.875)  -0.20
C (-1.551, 4.662, 1.839)  -0.03
C (-2.691, 4.748, 2.619)  -0.08
C (-3.727, 3.834, 2.433)  -0.08
C (-3.646, 2.840, 1.473)  0.01
C (-2.520, 2.772, 0.670)  -0.13
H (-0.722, 5.347, 1.966)  0.12
H (-2.771, 5.507, 3.387)  0.10
H (-4.613, 3.917, 3.050)  0.10
H (-4.444, 2.124, 1.325)  0.12
C (0.326, 1.683, -5.715)  -0.07
C (-0.423, 2.679, -4.813)  -0.64
O (-0.604, 3.827, -5.260)  -0.08
N (-0.788, 2.130, -3.649)  0.02
Te (-1.642, -0.910, -2.329)  1.54
C (-3.572, -1.761, -2.800)  -0.35
C (-3.951, -3.081, -2.524)  -0.29
C (-3.190, -3.960, -1.564)  -0.07
C (-5.091, -3.614, -3.131)  -0.04
C (-5.896, -2.855, -3.961)  -0.29
C (-7.108, -3.445, -4.638)  -0.07
C (-5.560, -1.519, -4.150)  -0.03
C (-4.414, -0.956, -3.597)  -0.30
C (-4.109, 0.495, -3.882)  -0.07
C (-0.631, -2.674, -3.092)  -0.38
C (-0.604, -2.864, -4.486)  -0.28
C (-1.460, -2.040, -5.421)  -0.07
C (0.205, -3.855, -5.040)  -0.03
C (0.997, -4.676, -4.251)  -0.29
C (1.908, -5.715, -4.859)  -0.07
C (0.927, -4.515, -2.874)  -0.04
C (0.124, -3.541, -2.280)  -0.31
C (0.063, -3.551, -0.769)  -0.09
H (1.202, 2.183, -6.139)  0.06
H (-0.329, 1.384, -6.543)  0.06
H (0.639, 0.803, -5.155)  0.02
H (-2.702, -3.344, -0.809)  0.06
H (-2.416, -4.528, -2.083)  0.08
H (-3.866, -4.664, -1.074)  0.07
H (-5.343, -4.656, -2.946)  0.11
H (-7.222, -4.501, -4.385)  0.06
H (-7.024, -3.360, -5.724)  0.07
H (-8.020, -2.923, -4.337)  0.07
H (-6.200, -0.896, -4.770)  0.11
H (-4.835, 0.917, -4.577)  0.07
H (-3.105, 0.626, -4.297)  0.05
H (-4.121, 1.081, -2.962)  0.07
H (-1.465, -0.992, -5.119)  0.04
H (-2.496, -2.393, -5.393)  0.08
H (-1.097, -2.112, -6.448)  0.07
H (0.219, -3.979, -6.119)  0.11
H (1.677, -5.868, -5.914)  0.07
H (1.810, -6.671, -4.340)  0.07
H (2.954, -5.404, -4.783)  0.07
H (1.510, -5.170, -2.231)  0.11
H (1.046, -3.761, -0.344)  0.07
H (-0.619, -4.341, -0.438)  0.07
H (-0.287, -2.609, -0.356)  0.01
N (-2.223, 3.826, -2.686)  0.10
C (-1.461, 2.882, -2.692)  -0.59

Multiplicity   2
Net charge   -2
Gap between HOMO and LUMO (spin up / spin down)   4.679 / 4.716 eV
HOMO level (spin up / spin down)   -0.0272 / -0.0285 Ha
Expectation value of S²   0.7583

***

No. 4
Computed, not measured: a 6-piece molecular cluster, C36H36O21Si overall, with ωB97M-V/def2-TZVPD.

Last column: Löwdin charge in e.
Atoms and positions in Å:
C (3.242, -1.587, -3.200)  -0.12
O (2.377, -0.602, -2.676)  -0.20
C (1.858, 0.271, -3.661)  -0.23
C (0.851, 1.230, -3.018)  -0.17
C (-0.584, 0.923, -3.468)  -0.21
C (-1.098, -0.334, -2.737)  -0.27
C (-1.876, -1.343, -3.620)  -0.38
Si (-0.954, -2.977, -3.673)  0.65
H (3.647, -1.324, -4.179)  0.09
H (4.079, -1.705, -2.509)  0.09
H (2.750, -2.561, -3.279)  0.08
H (2.660, 0.831, -4.156)  0.12
H (1.345, -0.307, -4.441)  0.11
H (1.116, 2.276, -3.160)  0.09
H (0.890, 1.037, -1.943)  0.11
H (-0.603, 0.800, -4.553)  0.10
H (-1.234, 1.765, -3.229)  0.11
H (-0.250, -0.834, -2.268)  0.06
H (-1.773, 0.004, -1.951)  0.11
H (-2.105, -0.965, -4.616)  0.06
H (-2.836, -1.557, -3.144)  0.06
H (-1.818, -4.083, -4.143)  -0.09
H (0.233, -2.821, -4.550)  -0.07
H (-0.463, -3.213, -2.296)  -0.07
C (0.375, -4.637, 0.571)  0.07
C (1.291, -3.657, 0.547)  -0.23
C (1.604, -2.828, 1.772)  -0.30
O (2.461, -1.969, 1.648)  0.10
C (0.867, -3.081, 2.986)  0.05
C (-0.054, -4.054, 3.014)  -0.23
C (-0.344, -4.906, 1.798)  -0.29
O (-1.191, -5.781, 1.889)  0.10
O (-0.767, -4.331, 4.092)  0.11
O (1.981, -3.308, -0.525)  0.10
H (0.138, -5.235, -0.297)  0.13
H (1.083, -2.458, 3.839)  0.13
H (-1.369, -5.070, 3.888)  0.08
H (2.560, -2.569, -0.237)  0.12
C (-1.926, 1.709, 5.797)  0.07
C (-1.818, 0.428, 5.412)  -0.23
C (-1.146, 0.040, 4.117)  -0.30
O (-1.074, -1.146, 3.850)  0.10
C (-0.629, 1.079, 3.261)  0.08
C (-0.741, 2.359, 3.640)  -0.22
C (-1.388, 2.753, 4.947)  -0.31
O (-1.423, 3.942, 5.206)  0.11
O (-0.295, 3.363, 2.907)  0.10
O (-2.276, -0.596, 6.113)  0.12
H (-2.402, 2.000, 6.722)  0.14
H (-0.164, 0.785, 2.330)  0.14
H (-0.492, 4.181, 3.405)  0.13
H (-2.058, -1.403, 5.604)  0.12
C (3.705, 5.290, 2.213)  0.07
C (2.804, 4.713, 1.404)  -0.23
C (2.730, 5.027, -0.074)  -0.31
O (1.886, 4.430, -0.720)  0.10
C (3.648, 5.997, -0.624)  0.08
C (4.546, 6.576, 0.186)  -0.23
C (4.636, 6.247, 1.659)  -0.32
O (5.501, 6.820, 2.297)  0.10
O (5.428, 7.476, -0.217)  0.12
O (1.912, 3.828, 1.811)  0.10
H (3.768, 5.069, 3.269)  0.14
H (3.581, 6.223, -1.679)  0.13
H (5.949, 7.717, 0.576)  0.12
H (1.392, 3.584, 1.019)  0.12
C (1.430, 5.035, -4.961)  0.08
C (0.608, 4.447, -5.844)  -0.23
C (0.508, 4.905, -7.282)  -0.31
O (-0.258, 4.288, -8.000)  0.11
C (1.310, 6.028, -7.712)  0.07
C (2.129, 6.618, -6.832)  -0.24
C (2.247, 6.148, -5.400)  -0.31
O (3.034, 6.751, -4.693)  0.10
O (2.902, 7.652, -7.125)  0.12
O (-0.188, 3.427, -5.558)  0.11
H (1.508, 4.718, -3.930)  0.12
H (1.221, 6.356, -8.738)  0.14
H (3.387, 7.870, -6.305)  0.12
H (-0.663, 3.224, -6.388)  0.12
C (-5.306, -8.281, 3.789)  0.07
C (-4.385, -7.304, 3.762)  -0.23
C (-4.079, -6.465, 4.985)  -0.29
O (-3.211, -5.612, 4.900)  0.10
C (-4.826, -6.711, 6.198)  0.07
C (-5.748, -7.685, 6.218)  -0.23
C (-6.035, -8.542, 5.007)  -0.32
O (-6.880, -9.410, 5.140)  0.10
O (-6.479, -7.985, 7.278)  0.12
O (-3.693, -7.010, 2.678)  0.12
H (-5.530, -8.887, 2.922)  0.14
H (-4.611, -6.097, 7.060)  0.14
H (-7.055, -8.728, 7.006)  0.12
H (-3.080, -6.277, 2.879)  0.09

Gap between HOMO and LUMO   7.874 eV
HOMO level   -0.3466 Ha
Structure (SMILES)   O=C1C=C(O)C(=O)C=C1O.O=C1C=C(O)C(=O)C=C1O.O=C1C=C(O)C(=O)C=C1O.O=C1C=C(O)C(=O)C=C1O.O=C1C=C(O)C(=O)C=C1O.COCCCCC[SiH3]